No. 1
{"formula": "C4H9NOS", "method": "ωB97M-V/def2-TZVPD", "elements": ["H", "H", "H", "H", "H", "C", "S", "H", "N", "C", "C", "O", "H", "H", "C", "H"], "positions_angstrom": [[3.5401, -0.7987, 0.6203], [1.4703, -1.4247, -0.4759], [-0.9087, -1.7606, 0.8662], [1.8893, 0.2583, -0.8688], [-2.4133, 1.2561, -1.9339], [1.3910, -0.4027, -0.1476], [2.4421, -0.4233, 1.3045], [-0.9608, -0.4150, -1.7263], [-0.6581, 0.3714, -1.1642], [-0.7797, -0.7204, 1.1565], [-1.5956, 1.3972, -1.2193], [-1.5342, 2.3721, -0.5172], [0.0493, 1.0884, 0.5404], [-1.7221, -0.2483, 1.4106], [-0.0294, 0.0871, 0.0876], [-0.1804, -0.6371, 2.0671]], "multiplicity": 2, "homo_energy_ha": [-0.5007, -0.5006], "total_charge": 1, "relative_energy_kj_mol": 49.3, "homo_lumo_gap_ev": [9.309, 4.344], "s_squared": 0.75}

***

No. 2
{"formula": "C12H18N4O2S", "method": "ωB97M-V/def2-TZVPD", "elements": ["H", "N", "C", "H", "N", "H", "C", "H", "H", "H", "N", "H", "O", "H", "C", "C", "H", "H", "C", "H", "H", "C", "C", "C", "H", "H", "C", "H", "H", "H", "C", "S", "C", "H", "C", "O", "N"], "positions_angstrom": [[2.0231, -1.5815, -0.8724], [-0.6075, -1.4415, -0.5288], [2.6215, 0.2233, 0.1681], [4.5143, 1.9642, -0.3498], [-2.9872, 1.0860, -0.0354], [-5.8279, -2.1860, -0.2450], [0.2998, -0.6337, -0.1125], [-5.0581, -2.2414, 2.0824], [-3.8360, -1.0260, -1.2250], [-2.8105, 2.0179, 0.3251], [3.9379, -0.0011, 0.0830], [-4.2223, -0.7019, 1.8897], [2.1695, 1.3375, 0.3781], [4.2442, -2.0428, 0.5114], [1.7319, -1.0022, 0.0063], [6.0813, -0.9545, 0.0257], [4.4036, -1.5956, -1.2006], [6.3507, -1.0712, 1.0757], [-4.5367, -1.6050, 1.3708], [5.0062, 1.3759, 1.2465], [6.1855, 0.6091, -1.4624], [-5.4475, -1.2642, 0.1987], [4.8892, 1.0955, 0.1939], [6.1780, 0.5161, -0.3760], [6.7195, -1.6011, -0.5721], [7.0630, 1.0048, 0.0237], [-4.7111, -0.4727, -0.8922], [1.8670, -1.6434, 0.8844], [-5.3947, -0.3077, -1.7271], [-6.3000, -0.6787, 0.5495], [-1.8844, 0.2911, -0.1301], [-0.3073, 0.9456, 0.3272], [-4.3166, 0.8774, -0.3651], [-3.6499, -2.1265, 1.0191], [4.5975, -1.2668, -0.1721], [-5.0898, 1.7906, -0.1926], [-1.8346, -0.9315, -0.5476]], "multiplicity": 1, "homo_energy_ha": -0.3233, "total_charge": 0, "relative_energy_kj_mol": 121.0, "homo_lumo_gap_ev": 9.268, "smiles": "CCCC(=O)Nc1nnc(CC(=O)N2CCCC2)s1"}

***

No. 3
{"formula": "C41H37Br2N3PSSiTi", "method": "ωB97M-V/def2-TZVPD", "elements": ["H", "C", "C", "H", "H", "H", "C", "C", "C", "C", "C", "C", "C", "H", "H", "C", "Si", "C", "C", "H", "C", "C", "C", "P", "H", "H", "H", "H", "H", "C", "C", "C", "H", "H", "C", "H", "H", "C", "S", "C", "H", "C", "H", "C", "C", "Br", "C", "Br", "C", "H", "H", "H", "H", "C", "C", "C", "H", "C", "C", "H", "C", "H", "C", "C", "H", "N", "C", "H", "H", "H", "H", "C", "C", "N", "H", "C", "H", "H", "H", "C", "C", "H", "H", "N", "H", "C", "Ti"], "positions_angstrom": [[-0.5275, 2.8697, 0.4014], [2.0697, -2.2027, 2.4582], [-3.7106, 0.3046, 2.3400], [0.3427, 2.8556, -1.1385], [2.6121, -0.9889, -5.3510], [-1.5652, -7.8154, 0.3241], [-4.4728, -0.2475, 3.3786], [1.4881, 0.4459, -4.1880], [-2.3940, -2.4414, 2.2408], [-4.4743, -1.3202, -2.9433], [3.3280, 3.9785, -0.6786], [1.8724, -1.8160, -3.5344], [-2.2840, -4.7696, 3.7640], [4.7641, 4.8870, -1.9483], [1.2458, -1.6221, 2.8522], [3.0594, -3.5057, 0.6917], [-2.7842, -0.9076, 1.3255], [4.8923, 2.7185, -1.9387], [2.0516, -0.8096, -4.4431], [0.7474, -4.6963, 2.1043], [4.1838, -3.7081, 1.4711], [0.7838, 0.6145, -3.0328], [-5.2263, -0.7875, -1.9050], [0.4964, -2.5021, 0.1930], [5.0025, -4.3034, 1.0897], [-5.2590, -0.2222, 0.1601], [1.3641, -3.4769, -1.7653], [-5.9001, 2.5698, 4.5877], [-3.5944, -5.6191, 2.2914], [4.2556, -3.1578, 2.7471], [-1.6351, -2.4795, 3.4169], [0.1020, -5.0358, 1.3039], [0.2964, 1.5549, -2.8368], [3.0141, -3.9591, -0.2911], [-4.6723, -0.6574, -0.6396], [-2.2116, -6.2939, -1.5164], [2.2762, -2.8051, -3.7040], [-3.3623, -1.0939, -0.4001], [2.6181, 0.1707, 0.1753], [-5.2643, 0.5679, 4.1767], [-6.2432, -0.4635, -2.0799], [1.1607, -1.5638, -2.3514], [2.1021, 2.8358, 0.5012], [-5.2888, 1.9356, 3.9596], [-2.6176, -1.6220, -1.4559], [-0.3036, 0.5964, 2.3039], [4.3629, 3.9622, -1.5633], [-1.9440, 1.8421, -1.3651], [-1.0872, -4.6429, -0.7513], [-1.6007, -1.9483, -1.2945], [1.5865, 1.2649, -4.8846], [4.7535, 0.5841, -1.7230], [-5.8515, 0.1313, 4.9732], [-3.7441, 1.6886, 2.1355], [3.2808, 1.5851, -0.5519], [-3.0869, -3.5897, 1.8331], [-0.9933, -3.6647, 5.0794], [-0.3769, -6.3384, 1.3247], [-1.5762, -3.6418, 4.1683], [-1.1217, -1.5951, 3.7669], [-4.5258, 2.4968, 2.9405], [-0.0923, -6.9971, 2.1343], [3.1968, -2.4144, 3.2431], [-1.2032, -6.7961, 0.3116], [-3.6741, -3.5802, 0.9219], [0.6154, -0.3574, -2.0954], [4.3593, 1.5508, -1.4463], [5.7284, 2.6811, -2.6245], [2.8626, 4.8836, -0.3166], [-4.4509, -1.3133, 3.5690], [-1.3681, -4.0070, -1.5748], [-3.1652, -1.7334, -2.7209], [-3.0405, -4.7435, 2.6020], [2.8330, 2.8125, -0.2020], [5.1366, -3.3167, 3.3543], [-0.2353, -4.1809, 0.2573], [-4.5424, 3.5662, 2.7777], [3.2468, -1.9915, 4.2374], [-2.5776, -2.1388, -3.5350], [2.0013, -2.7383, 1.1772], [-0.2447, 2.2518, -0.4486], [-2.2472, -5.6716, 4.3608], [-3.1551, 2.1415, 1.3497], [0.9788, -2.5920, -1.4599], [-4.9087, -1.4122, -3.9299], [-1.5636, -5.9432, -0.7243], [0.0146, 0.1886, -0.0952]], "multiplicity": 2, "homo_energy_ha": [-0.4956, -0.4960], "total_charge": 2, "relative_energy_kj_mol": 25.3, "homo_lumo_gap_ev": [7.133, 6.995], "s_squared": 0.76}